The following is a quantum chemistry calculation of a 2-piece molecular cluster, C17H18N2O8 overall, from OMol25.

Positions of all 45 atoms, in Å:
H1 -1.27 3.79 -0.43
H2 2.40 0.24 -0.27
C1 -1.83 -3.49 1.23
O1 -4.36 0.62 1.90
C2 4.44 0.34 -0.98
C3 -1.36 -5.27 -0.41
O2 -3.39 -1.77 2.98
C4 -2.32 2.14 0.42
O3 2.13 4.93 0.99
C5 -1.92 -1.51 -0.43
N1 -2.57 -1.04 4.06
N2 -2.36 -4.52 0.32
H3 -2.98 -4.07 -0.34
C6 3.23 4.35 1.35
H4 -0.33 -0.04 -2.08
C7 -1.43 2.72 -0.46
C8 -0.89 0.55 -1.37
O4 -1.52 -1.51 4.14
H5 -1.02 -4.75 -1.32
H6 4.47 -0.28 -1.89
C9 2.44 1.54 -2.02
H7 3.16 1.83 -0.08
H8 1.43 2.82 -0.58
O5 3.76 3.47 0.54
H9 -0.49 -5.44 0.22
O6 -1.76 -2.21 -1.42
H10 1.90 0.77 -2.59
C10 -1.76 -0.04 -0.46
C11 -2.98 -1.31 1.76
H11 -2.88 2.73 1.13
C12 1.49 2.70 -1.66
C13 -2.28 -2.09 0.90
H12 -0.74 -3.49 1.18
H13 1.86 3.64 -2.05
C14 3.07 0.96 -0.75
O7 0.15 2.53 -2.21
H14 3.23 1.92 -2.67
H15 4.71 -0.32 -0.15
C15 -2.48 0.75 0.44
H16 -1.75 -6.25 -0.70
H17 -2.10 -3.71 2.26
O8 3.78 4.61 2.47
C16 -3.38 0.09 1.41
C17 -0.71 1.93 -1.36
H18 5.20 1.12 -1.05

Summary:
HOMO energy ... 1.02 eV
HOMO-LUMO gap ... 1.83 eV
Net charge ... -2
Spin multiplicity ... 1
Energy relative to the best compared isomer or geometry (same formula, charge and spin) ... 0.0 kJ/mol

=====

The following is a quantum chemistry calculation of a 2-piece molecular cluster, C17H18N2O8 overall in a non-equilibrium geometry, from OMol25.

Positions of all 45 atoms, in Å:
C1 2.67 0.81 -0.98
C2 4.05 -0.11 -1.14
C3 -0.81 2.47 -1.81
C4 -1.74 3.39 -0.80
C5 -3.79 0.13 1.40
C6 -0.59 -5.25 -0.08
H1 -1.61 -3.68 2.67
H2 0.43 -5.16 0.50
H3 2.86 1.49 -0.03
H4 -0.30 -3.28 1.37
H5 4.15 -0.60 -2.22
C7 -2.00 -1.56 -0.57
H6 5.02 0.51 -0.89
C8 2.35 1.73 -2.31
O1 -1.94 -2.39 -1.64
O2 -1.42 -1.18 4.07
O3 -3.30 -1.73 3.34
C9 -1.90 0.10 -0.71
N1 -2.60 -0.84 4.11
H7 -0.18 0.20 -2.54
O4 3.79 2.82 1.15
O5 4.01 3.32 3.27
H8 -0.77 -6.42 -0.27
C10 -2.22 -2.11 0.99
N2 -1.80 -4.71 0.65
H9 4.02 -1.03 -0.38
H10 -3.44 3.24 1.04
C11 -2.84 1.00 0.33
H11 1.79 0.07 -0.70
O6 2.64 4.32 1.89
C12 -0.88 0.80 -1.79
H12 2.09 4.05 -2.16
C13 -2.77 2.64 0.28
H13 1.15 3.06 -0.86
H14 1.78 1.02 -3.08
C14 -3.09 -1.29 1.93
C15 -1.47 -3.50 1.51
H15 -1.75 4.57 -0.78
C16 1.44 3.07 -1.99
H16 -0.45 -4.75 -1.14
O7 -5.01 0.54 1.78
H17 -2.57 -4.47 -0.02
O8 0.16 3.11 -2.77
C17 3.51 3.48 2.16
H18 3.36 2.07 -2.80

Summary:
HOMO energy ... 0.49 eV
HOMO-LUMO gap ... 1.93 eV
Net charge ... -2
Spin multiplicity ... 1
Energy relative to the best compared isomer or geometry (same formula, charge and spin) ... 1530.9 kJ/mol

=====

The following is a quantum chemistry calculation of C17H18N3O7P2Sr as an isolated structure in a non-equilibrium geometry, from OMol25.

Positions of all 48 atoms, in Å:
N1 -1.21 -2.38 0.17
P1 -0.68 0.86 -3.41
H1 -2.49 2.86 -4.26
H2 -2.34 0.05 -2.28
O1 -0.25 2.28 -0.21
H3 4.13 0.29 3.34
C1 4.91 1.04 1.51
H4 3.30 0.75 -1.43
C2 3.53 0.66 -0.38
C3 -0.34 3.60 -3.05
O2 -0.77 1.08 -4.97
C4 2.82 -0.11 1.68
H5 1.07 -2.24 5.44
H6 -1.99 -2.79 -1.69
H7 -2.61 3.70 0.27
C5 -3.40 -3.29 -0.15
H8 0.62 3.42 -2.58
H9 5.41 1.67 -0.49
C6 0.96 -1.96 4.40
N2 2.61 0.03 0.36
C7 -1.30 2.45 -2.76
C8 -0.15 -2.36 3.68
N3 0.70 -1.26 1.75
C9 4.70 1.17 0.15
O3 -2.60 2.65 -3.32
H10 -0.31 0.43 -5.51
H11 2.82 -0.91 4.33
C10 -2.60 -2.83 2.06
H12 -0.19 3.71 -4.13
C11 -2.19 -2.82 -0.62
H13 5.81 1.44 1.97
H14 -0.76 4.52 -2.66
H15 -2.76 -2.80 3.12
C12 3.97 0.39 2.28
O4 -1.76 -0.24 -3.04
C13 1.78 -0.88 2.44
H16 -4.56 -3.60 1.64
C14 -0.25 -1.98 2.35
H17 -4.16 -3.63 -0.83
C15 -3.61 -3.27 1.22
P2 -1.56 2.23 -0.93
O5 -2.51 3.47 -0.66
Sr1 0.12 -0.14 -0.57
O6 -2.23 0.88 -0.75
O7 0.66 0.45 -2.92
C16 -1.40 -2.41 1.50
C17 1.94 -1.21 3.78
H18 -0.90 -2.98 4.15

Summary:
HOMO energy ... -11.95 eV
HOMO-LUMO gap ... 8.82 eV
Net charge ... +1
Spin multiplicity ... 1
Energy relative to the best compared isomer or geometry (same formula, charge and spin) ... 0.0 kJ/mol